Model one:
23
Properties=species:S:1:pos:R:3 method="wB97M-V/def2-TZVPD" smiles="C=C(C)N.O.O.O.O"
O 0.38 -2.92 -1.79
O 0.16 -0.05 -2.39
O 2.00 1.15 -0.27
O -1.84 -1.40 -1.08
N -0.82 -0.59 1.67
C -1.29 1.58 1.02
C -0.32 0.64 1.82
C 0.94 0.94 2.48
H -0.30 -1.37 1.81
H -1.37 -2.08 -1.49
H 0.61 0.45 -1.77
H -1.39 -0.64 -1.42
H 2.49 1.98 -0.50
H 1.04 1.94 2.73
H 0.37 -3.19 -2.74
H -1.00 2.60 1.27
H 2.22 0.82 0.58
H -2.33 1.34 1.33
H 1.67 0.15 2.93
H 0.84 -2.00 -1.81
H 0.75 -0.19 -3.11
H -1.30 1.49 -0.11
H -1.54 -0.68 0.83

---

Model two:
23
Properties=species:S:1:pos:R:3 method="wB97M-V/def2-TZVPD" smiles="C=CCN.O.O.O.O"
O 2.17 0.88 -1.16
O -0.18 3.19 -1.27
O -0.46 1.91 2.59
O -1.59 1.10 -0.16
N -1.43 -1.91 -0.73
C 0.95 -1.20 1.06
C 0.01 -2.12 -1.02
C 0.94 -2.20 0.19
H -1.85 -2.77 -0.41
H 1.60 -3.05 0.29
H 1.62 -1.11 1.91
H 0.26 -0.37 1.03
H -0.12 1.71 1.72
H -2.31 0.94 0.48
H -0.49 1.06 3.01
H -0.05 3.66 -0.43
H 1.50 1.60 -1.21
H -1.46 -1.31 0.07
H 0.38 -1.27 -1.61
H -1.66 0.45 -0.88
H -0.86 2.52 -1.01
H 2.92 1.27 -0.74
H 0.10 -2.96 -1.71

---

Quick one: most stable of them? model two

---

Model one:
63
Properties=species:S:1:pos:R:3 method="wB97M-V/def2-TZVPD" smiles="CCOc1ccccc1N1CCN(c2nc3ccccc3nc2[C@H](C#N)C(=O)OC(C)C)CC1"
O 3.13 1.91 -1.01
O -3.50 -0.47 1.58
O 2.74 3.22 0.79
N -2.00 -0.07 -0.75
N 1.46 1.27 3.23
N 3.65 -1.32 0.94
N 1.80 -1.96 -0.99
N 0.82 0.09 -0.90
C 1.56 4.50 -0.93
C 3.67 -5.06 -0.79
C -1.26 -1.01 -1.57
C 4.58 -3.52 0.83
C -6.19 -0.07 -0.92
C 2.72 4.46 0.06
C -4.18 -0.27 0.41
C 0.05 1.01 -0.09
C 2.71 -2.87 -0.61
C -4.05 0.05 -1.97
C -4.73 -2.14 2.89
C 4.58 -4.76 0.23
C -4.21 -0.71 2.78
C 0.03 -0.34 -2.04
C -3.40 -0.11 -0.75
C -1.24 0.34 0.40
C 3.64 -2.56 0.41
C -5.43 0.07 -2.07
C 1.75 -0.77 -0.41
C 2.76 -0.44 0.56
C 4.06 4.74 -0.61
C 3.00 0.92 1.18
C 2.75 -4.14 -1.22
C 2.95 2.07 0.16
C -5.57 -0.23 0.30
C 2.14 1.14 2.32
H -0.20 0.55 -2.63
H 5.27 -3.27 1.62
H -6.18 -0.34 1.18
H 1.71 3.77 -1.71
H 4.03 0.90 1.57
H 2.04 -4.36 -2.00
H 4.23 4.03 -1.41
H 0.62 4.29 -0.41
H -1.86 -1.31 -2.43
H 1.50 5.49 -1.37
H -0.98 -0.50 1.05
H -7.27 -0.05 -0.97
H -3.90 -2.84 2.81
H -1.00 -1.91 -0.99
H 3.70 -6.04 -1.24
H 4.86 4.65 0.12
H -3.47 -0.53 3.57
H -0.20 1.87 -0.72
H 2.54 5.19 0.86
H -1.82 1.06 0.98
H 4.06 5.75 -1.01
H -5.21 -2.28 3.85
H 5.29 -5.51 0.55
H -5.90 0.19 -3.03
H -5.02 0.01 2.91
H -5.44 -2.36 2.10
H 0.61 1.36 0.78
H 0.63 -1.03 -2.63
H -3.45 0.19 -2.86

---

Model two:
63
Properties=species:S:1:pos:R:3 method="wB97M-V/def2-TZVPD" smiles="O=C(Cn1ncc2c3ccccc3n(Cc3ccccc3)c2c1=O)NCCCN1CCOCC1"
O 4.45 0.11 -1.60
O -2.18 3.30 0.56
O 1.46 -2.34 -1.88
N 0.32 2.39 1.49
N 2.32 -1.78 1.49
N -1.23 -2.01 -0.52
N 2.37 -1.95 0.17
N 4.01 0.30 0.61
C 4.04 1.75 0.66
C -0.57 1.41 -3.24
C -2.12 -1.84 0.50
C -1.79 2.05 -3.31
C 1.18 -1.74 2.10
C -1.55 -2.01 -1.94
C -1.88 1.93 0.62
C 1.71 2.03 1.64
C -1.46 4.01 1.54
C -2.88 0.06 -2.53
C 2.65 2.36 0.47
C -0.50 0.09 -2.82
C 4.09 -0.37 -0.55
C -3.51 -1.78 0.48
C -0.04 -1.83 1.39
C 0.05 3.81 1.39
C 0.03 -2.00 0.00
C -3.48 -1.48 2.89
C 3.69 -1.85 -0.40
C -1.42 -1.73 1.73
C 1.29 -2.12 -0.69
C -4.17 -1.60 1.68
C -2.10 -1.54 2.93
C -0.38 1.69 0.43
C -1.65 -0.59 -2.45
C -2.95 1.37 -2.96
H -0.17 0.62 0.51
H 4.40 -2.36 0.25
H -3.91 1.87 -3.01
H 0.33 1.93 -3.53
H -1.76 3.68 2.54
H -4.07 -1.88 -0.44
H 3.68 -2.31 -1.39
H 4.47 2.05 1.62
H 2.75 3.44 0.37
H 2.23 1.96 -0.46
H -2.49 -2.55 -2.08
H 2.08 2.53 2.55
H -5.25 -1.56 1.69
H -0.74 -2.53 -2.46
H 1.73 0.95 1.83
H -0.10 2.04 -0.57
H -2.19 1.51 1.59
H 0.36 4.23 0.41
H -1.73 5.06 1.41
H 0.45 -0.41 -2.78
H 1.22 -1.60 3.17
H -3.79 -0.46 -2.27
H -1.85 3.08 -3.63
H 3.63 -0.19 1.41
H 4.70 2.08 -0.14
H -4.04 -1.34 3.80
H -2.45 1.45 -0.18
H 0.57 4.34 2.19
H -1.57 -1.46 3.86

---

Quick one: most stable of them? model two

---

Model one:
19
Properties=species:S:1:pos:R:3 method="wB97M-V/def2-TZVPD" smiles="CC/C(=C/C(=O)O)OC"
O 1.07 2.79 0.41
O 2.21 0.88 0.06
O -0.08 -1.39 -0.78
C 0.86 -1.00 -1.80
C -2.23 -2.06 1.32
C 1.17 1.47 0.28
C -2.03 -0.86 0.36
C -0.55 -0.40 0.02
C -0.22 0.86 0.30
H -2.50 -1.06 -0.62
H -1.00 1.47 0.74
H -3.10 -2.66 1.22
H 0.41 -0.21 -2.44
H 1.96 3.14 0.44
H -1.38 -2.72 1.14
H -2.61 0.00 0.71
H 1.00 -1.84 -2.53
H 1.77 -0.66 -1.39
H -2.16 -1.76 2.37

---

Model two:
19
Properties=species:S:1:pos:R:3 method="wB97M-V/def2-TZVPD" smiles=CC#C[C@H](O)OOCC
O 1.21 -0.50 1.09
O 0.11 -0.54 0.28
O -0.25 1.54 -0.75
C -2.02 0.29 0.27
C -0.62 0.65 0.30
C -3.03 -0.29 0.06
C 2.95 -0.56 -0.71
C 2.40 0.17 0.49
C -4.32 -0.95 0.00
H 3.59 -1.49 -0.48
H 2.07 -0.99 -1.28
H 3.53 0.15 -1.33
H 2.91 0.23 1.40
H -5.08 -0.44 -0.52
H -4.08 -1.99 -0.32
H -4.67 -1.13 1.10
H -0.20 1.13 1.28
H 2.35 1.21 0.18
H -0.55 1.20 -1.58

---

Quick one: most stable of them? model one

---

Model one:
Entry from the Open Molecules 2025 dataset: one molecule with the formula C6H10O3 (ωB97M-V with the def2-TZVPD basis set).

XYZ file:
```
19
C6H10O3 (ωB97M-V with the def2-TZVPD basis set)
O -0.39 0.13 -0.61
O 0.38 2.47 -0.73
O 2.51 2.13 -1.36
C 1.78 -0.87 -1.16
C -0.53 -1.99 0.54
C 1.11 0.26 -1.00
C -2.00 -0.01 1.18
C -0.64 -0.49 0.72
C 1.31 1.70 -1.02
H 0.15 -0.13 1.40
H -2.77 -0.33 0.48
H -2.02 1.07 1.27
H -0.56 1.14 -0.55
H 0.41 -2.19 0.00
H -1.35 -2.37 -0.05
H -0.51 -2.48 1.51
H 2.52 3.10 -1.35
H -2.22 -0.43 2.16
H 2.83 -0.72 -1.43
```

Quick look at the Mulliken charges, all values in e: -0.370 -0.675 -0.434 -0.843 -1.130 0.068 -1.391 0.458 0.770 0.248 0.322 0.406 0.540 0.360 0.298 0.370 0.348 0.402 0.251

---

Model two:
Entry from the Open Molecules 2025 dataset: C6H10O3 as an isolated structure (ωB97M-V with the def2-TZVPD basis set).

XYZ file:
```
19
C6H10O3 (ωB97M-V with the def2-TZVPD basis set)
O 1.74 -0.39 -0.50
O -0.43 0.28 -0.29
O 1.13 0.68 1.35
C 0.34 3.30 -0.47
C 0.75 2.15 -0.95
C -0.88 -1.77 1.54
C 0.80 0.37 0.07
C -0.83 -1.44 0.27
C -1.20 -2.21 -0.93
H 2.32 -0.77 0.17
H 0.44 1.26 1.71
H -1.37 -2.69 1.86
H 1.24 2.01 -1.91
H -0.33 -2.43 -1.55
H -0.45 -1.18 2.34
H 0.56 4.25 -0.96
H -1.90 -1.63 -1.54
H -0.23 3.36 0.45
H -1.70 -3.15 -0.66
```

Quick look at the Mulliken charges, all values in e: -0.477 -0.373 -0.465 -0.626 -0.299 -0.835 0.525 0.689 -1.059 0.342 0.369 0.285 0.285 0.245 0.284 0.269 0.271 0.184 0.386

---

Quick one: most stable of them? model one